The following is a DFT calculation (the ωB97M-V functional and the def2-TZVPD basis) of a molecular structure, C21H25IN3STi.

Structure (XYZ):
```
52
Properties=species:S:1:pos:R:3:forces:R:3
Ti 1.31486 -0.40130 0.94407 0.3941 0.3125 -0.5637
I 3.74937 -1.29707 0.98325 0.0417 -0.1605 -0.0207
C 1.03373 0.27413 2.74618 -0.1608 0.2283 0.3836
C 1.45760 0.59296 4.03851 0.0228 0.0284 0.0139
C 0.54585 1.11417 4.94459 0.0432 -0.0309 -0.0353
C -0.79446 1.28832 4.59138 -0.0597 -0.0076 0.0028
C -1.25440 0.96619 3.30687 0.0070 0.0336 -0.0005
C -2.59526 1.08343 2.89289 0.0044 0.0073 0.0448
C -2.98298 0.70211 1.59963 0.0347 0.0225 -0.0428
C -2.05802 0.24563 0.68051 -0.0160 -0.0668 -0.0688
C -0.70431 0.08249 1.02239 -0.1446 0.0212 0.2447
C -0.31602 0.46971 2.36504 0.0752 -0.2071 -0.0365
H 2.49014 0.43605 4.32402 -0.0140 0.0134 0.0126
H 0.86736 1.37770 5.94306 0.0071 -0.0091 0.0060
H -1.49446 1.66045 5.32967 -0.0101 0.0212 -0.0063
H -3.33696 1.47305 3.57958 0.0003 -0.0083 0.0226
H -4.02806 0.77139 1.32846 0.0001 0.0210 -0.0299
H -2.39202 -0.04022 -0.30858 -0.0372 -0.0157 0.0203
C -0.81214 1.92449 -2.15748 -0.0367 0.0122 0.0297
N 0.45337 1.41583 -2.67550 -0.0425 -0.0220 -0.0281
C 0.35055 0.78926 -3.99577 -0.0208 -0.0333 -0.0482
C 1.61115 1.50846 -2.02305 0.0776 -0.0652 0.0562
S 1.64525 1.64221 -0.26154 -0.0984 0.0073 0.0207
N 2.75502 1.58543 -2.68152 0.0488 0.0260 0.0247
C 4.05226 1.36081 -2.03737 0.0713 -0.0068 0.0721
C 2.84767 2.18995 -4.01747 0.0345 0.0415 -0.0595
H -1.18825 2.68756 -2.84042 -0.0027 0.0018 0.0040
H -0.67854 2.36242 -1.17398 0.0052 -0.0097 -0.0251
H -1.54320 1.11827 -2.11235 0.0068 -0.0277 0.0146
H -0.53003 0.14736 -3.98685 0.0014 0.0043 0.0104
H 1.22576 0.17607 -4.19098 -0.0248 0.0122 0.0092
H 0.22980 1.52273 -4.79256 -0.0065 -0.0150 0.0034
H 3.96975 0.62026 -1.24873 -0.0119 0.0113 -0.0128
H 4.43815 2.29280 -1.62297 -0.0076 0.0145 -0.0178
H 4.74391 0.99639 -2.79383 -0.0155 -0.0138 -0.0100
H 1.95796 2.77426 -4.23162 0.0237 -0.0098 0.0117
H 3.00038 1.44043 -4.79261 0.0049 0.0100 0.0045
H 3.70463 2.86080 -4.00990 0.0027 -0.0008 0.0133
N 0.71404 -2.50535 0.86481 -0.1566 -0.0095 -0.0180
C -0.69342 -2.80100 0.64839 -0.0411 -0.0908 0.0275
C -1.53401 -2.92711 1.74233 0.0361 -0.0370 0.0153
C -2.88722 -3.15590 1.53615 -0.0006 -0.0034 -0.0110
C -3.39135 -3.25161 0.24659 0.0172 -0.0005 -0.0017
C -2.53520 -3.13325 -0.84089 -0.0081 -0.0102 0.0120
C -1.18004 -2.90798 -0.64376 0.0185 0.0191 -0.0136
H 1.29602 -2.94721 0.15232 -0.0665 -0.0288 0.0140
H 1.02738 -2.92384 1.74248 0.0186 0.0222 -0.0378
H -1.13620 -2.86552 2.75008 -0.0058 -0.0002 -0.0052
H -3.54473 -3.27706 2.38633 -0.0031 0.0001 0.0088
H -4.44339 -3.44382 0.08849 -0.0078 -0.0011 -0.0010
H -2.91974 -3.23788 -1.84641 0.0001 -0.0022 -0.0085
H -0.50757 -2.83744 -1.49195 0.0014 0.0017 -0.0007
```
Forces are in eV/Å.

Output
ΔE to the lowest compared entry with this formula, charge and spin, kJ/mol: 148.5
<S²>: 0.78
Total charge: +2
LUMO energy (alpha / beta), eV: -7.347 / -9.441
Multiplicity: 2